(1)
ORCA calculation (ωB97M-V with the def2-TZVPD basis set) on the molecule C14H20N2O4 in a non-equilibrium geometry.

## Properties
Total energy in a.u.: -955.855000
Gap between HOMO and LUMO in Ha: 0.3192
SMILES: CC(C)[C@H](NC(=O)[C@@H](N)Cc1ccc(O)cc1)C(=O)O
Strongest force on any atom in eV/A: 6.8
Highest occupied orbital energy in eV: -8.47
Relative energy (zero: lowest compared OMol25 entry of this formula, charge and spin) in kcal per mole: 104.27

Each line ends with the Löwdin charge.
Atoms and positions in Å:
C (-2.31, -1.42, 0.49)  -0.188
C (-2.54, -0.06, -0.47)  -0.389
C (-1.23, -2.58, 0.15)  -0.091
C (0.22, -2.19, 0.21)  -0.220
C (0.91, -1.82, 1.39)  -0.042
C (0.95, -2.04, -1.03)  -0.060
C (2.27, -1.42, 1.30)  -0.020
C (2.25, -1.77, -1.06)  -0.056
C (3.01, -1.53, 0.09)  -0.270
C (-0.36, 1.02, 0.15)  -0.083
C (-0.59, 1.32, 1.71)  -0.390
C (0.20, 2.28, -0.70)  -0.367
C (1.44, 3.02, -0.13)  -0.048
C (0.21, 2.06, -2.15)  -0.088
H (-3.95, -1.83, -0.63)  0.053
H (-4.24, -2.03, 0.91)  0.056
H (-2.13, -0.98, 1.45)  0.101
H (-1.47, -3.19, 0.94)  0.083
H (-1.53, -2.89, -0.85)  0.120
H (0.46, -1.63, 2.39)  0.128
H (0.41, -2.30, -1.86)  0.090
H (2.65, -1.29, 2.27)  0.082
H (2.92, -1.62, -2.05)  0.173
H (4.61, -0.46, 0.54)  0.143
H (-2.20, 1.73, -0.76)  0.175
H (0.04, 0.08, -0.11)  0.097
H (-0.54, 3.03, -0.57)  0.113
H (2.14, 3.17, -0.98)  0.087
H (1.95, 2.48, 0.69)  0.075
H (1.08, 3.91, 0.25)  0.047
H (-0.82, 2.01, -2.56)  0.087
H (0.51, 3.07, -2.64)  0.114
H (0.96, 1.33, -2.48)  0.087
H (0.40, 2.04, 3.24)  0.152
N (-3.55, -2.20, 0.22)  0.018
N (-1.66, 0.87, -0.53)  0.078
O (-3.65, -0.08, -1.07)  -0.007
O (4.30, -1.03, -0.25)  -0.021
O (-1.65, 1.06, 2.24)  0.112
O (0.54, 1.87, 2.27)  0.070

=====

(2)
ORCA calculation (ωB97M-V with the def2-TZVPD basis set) on the ion C7H16ClN4O3 with charge +1 in a non-equilibrium geometry.

## Properties
Total energy in a.u.: -1180.665831
Gap between HOMO and LUMO in Ha: 0.3239
SMILES: [H]/N=N/C(=O)N(OCCC)[N@@H+](Cl)OCCC
Charge: +1
Strongest force on any atom in eV/A: 3.7
Highest occupied orbital energy in eV: -13.68
Relative energy (zero: lowest compared OMol25 entry of this formula, charge and spin) in kcal per mole: 16.80

Each line ends with the Löwdin charge.
Atoms and positions in Å:
C (-1.46, -1.82, 0.07)  -0.468
C (-1.97, 3.63, 0.67)  -0.115
C (4.25, -1.88, 0.43)  -0.098
C (-1.37, 2.52, -0.24)  -0.222
C (2.92, -1.54, -0.31)  -0.250
C (-2.41, 1.35, -0.55)  -0.195
C (2.29, -0.37, 0.36)  -0.107
N (-3.76, -2.14, 0.39)  0.252
N (-2.62, -1.92, 0.59)  0.116
N (-1.10, -0.61, -0.46)  -0.036
N (0.29, -0.73, -0.78)  -0.375
O (-0.58, -2.67, 0.28)  0.126
O (-1.95, 0.22, -1.21)  -0.073
O (1.07, 0.24, -0.32)  -0.111
Cl (0.27, -0.68, -2.66)  0.738
H (-1.07, 4.19, 1.14)  0.103
H (-2.66, 4.33, 0.11)  0.090
H (-2.50, 3.12, 1.52)  0.077
H (4.86, -0.89, 0.57)  0.110
H (4.09, -2.18, 1.50)  0.091
H (4.91, -2.50, -0.13)  0.067
H (-0.43, 2.21, 0.19)  0.073
H (-1.12, 3.03, -1.24)  0.133
H (2.31, -2.55, -0.25)  0.152
H (3.28, -1.43, -1.32)  0.104
H (-2.93, 1.06, 0.35)  0.108
H (-3.19, 1.76, -1.25)  0.158
H (1.84, -0.70, 1.27)  0.120
H (2.87, 0.61, 0.56)  0.179
H (-4.44, -1.80, 1.08)  0.123
H (0.31, -1.86, -0.38)  0.131

=====

(3)
ORCA calculation (ωB97M-V with the def2-TZVPD basis set) on a cluster of 7 separate species, C21H57O22P5 in total in a non-equilibrium geometry.

## Properties
Total energy in a.u.: -4196.390346
Gap between HOMO and LUMO in Ha: 0.3559
SMILES: COP(=O)(OC)OC.COP(=O)(OC)OC.COP(=O)(OC)OC.COP(=O)(OC)OC.COP(=O)(OC)OC.CC(C)=O.CC(C)=O
Strongest force on any atom in eV/A: 6.7
Highest occupied orbital energy in eV: -9.37
Relative energy (zero: lowest compared OMol25 entry of this formula, charge and spin) in kcal per mole: 0.00

Each line ends with the Löwdin charge.
Atoms and positions in Å:
C (0.58, -45.21, 62.18)  -0.041
C (1.39, -44.97, 60.97)  -0.438
O (0.88, -44.52, 59.88)  -0.002
C (2.93, -45.20, 61.15)  -0.037
H (0.92, -44.82, 63.11)  0.075
H (0.37, -46.29, 62.40)  0.109
H (-0.43, -44.99, 62.05)  0.050
H (3.67, -44.95, 60.09)  0.176
H (2.86, -46.32, 61.33)  0.074
H (3.25, -44.69, 62.06)  0.058
C (-4.43, -45.44, 58.17)  0.000
C (-5.73, -44.59, 58.53)  -0.442
O (-5.67, -43.37, 58.54)  0.042
C (-7.08, -45.30, 58.79)  -0.013
H (-3.44, -45.08, 58.62)  0.097
H (-4.31, -45.58, 57.14)  0.060
H (-4.58, -46.33, 58.59)  -0.004
H (-7.07, -46.24, 57.91)  0.146
H (-7.60, -44.49, 58.50)  0.003
H (-7.17, -45.54, 59.95)  0.133
C (2.59, -48.93, 59.34)  -0.068
O (1.50, -48.62, 60.20)  -0.188
P (-0.02, -48.61, 59.71)  0.386
O (-0.24, -48.52, 58.22)  -0.258
O (-0.69, -49.91, 60.22)  -0.207
C (-1.78, -50.62, 59.53)  -0.018
O (-0.81, -47.48, 60.43)  -0.207
C (-1.72, -46.62, 59.85)  -0.128
H (3.48, -48.44, 59.71)  0.105
H (2.25, -48.57, 58.39)  0.058
H (2.67, -49.81, 58.88)  0.033
H (-2.73, -49.98, 59.76)  0.131
H (-1.78, -51.62, 59.86)  0.068
H (-1.64, -50.56, 58.54)  0.007
H (-1.31, -46.02, 59.02)  0.090
H (-1.91, -45.85, 60.51)  0.056
H (-2.59, -47.27, 59.48)  0.116
C (-7.73, -48.63, 56.27)  -0.053
O (-6.38, -48.10, 56.21)  -0.233
P (-5.11, -49.07, 56.10)  0.390
O (-4.42, -49.12, 57.36)  -0.243
O (-5.63, -50.51, 55.66)  -0.230
C (-5.32, -51.59, 56.58)  -0.065
O (-3.95, -48.47, 55.13)  -0.219
C (-2.60, -48.59, 55.48)  -0.131
H (-7.93, -49.06, 57.28)  0.112
H (-7.61, -49.35, 55.50)  0.058
H (-8.44, -47.89, 55.96)  0.085
H (-5.64, -51.36, 57.60)  0.085
H (-4.24, -51.59, 56.51)  0.070
H (-5.69, -52.62, 56.34)  0.105
H (-2.38, -49.67, 55.37)  0.086
H (-2.34, -48.16, 56.46)  0.072
H (-1.92, -47.95, 54.90)  0.090
C (0.09, -51.29, 55.92)  -0.109
O (1.34, -51.56, 56.58)  -0.237
P (1.52, -52.92, 57.38)  0.385
O (1.64, -54.03, 56.39)  -0.251
O (2.79, -52.61, 58.28)  -0.207
C (3.60, -53.70, 58.80)  -0.056
O (0.13, -53.15, 58.18)  -0.240
C (-0.04, -54.30, 59.08)  -0.062
H (-0.77, -51.58, 56.58)  0.075
H (0.07, -52.04, 55.09)  0.089
H (-0.14, -50.17, 55.43)  0.141
H (4.55, -53.26, 58.94)  0.077
H (3.92, -54.39, 58.11)  0.049
H (3.09, -54.39, 59.56)  0.121
H (0.56, -54.44, 59.85)  0.014
H (0.01, -55.20, 58.39)  0.114
H (-1.04, -54.38, 59.61)  0.105
C (7.11, -50.15, 58.73)  -0.047
O (5.84, -49.89, 58.11)  -0.221
P (5.67, -49.17, 56.67)  0.387
O (6.80, -48.33, 56.37)  -0.205
O (5.99, -50.42, 55.69)  -0.219
C (5.71, -51.77, 56.04)  -0.107
O (4.22, -48.65, 56.37)  -0.167
C (3.53, -49.08, 55.23)  -0.078
H (7.61, -49.35, 59.13)  0.067
H (7.72, -50.61, 58.02)  0.081
H (7.00, -50.69, 59.54)  0.043
H (6.44, -52.24, 56.61)  0.049
H (5.80, -52.51, 55.05)  0.157
H (4.76, -51.85, 56.41)  0.028
H (4.03, -48.78, 54.41)  0.065
H (2.47, -48.76, 55.03)  0.118
H (3.35, -50.12, 55.30)  0.063
C (3.48, -43.49, 52.79)  -0.073
O (2.94, -43.84, 54.03)  -0.218
P (1.69, -44.78, 54.16)  0.403
O (1.74, -45.71, 53.04)  -0.257
O (1.89, -45.73, 55.44)  -0.203
C (0.80, -45.79, 56.41)  -0.075
O (0.27, -44.02, 53.97)  -0.195
C (-0.60, -44.36, 52.95)  -0.140
H (4.15, -42.71, 53.00)  0.075
H (2.77, -43.20, 52.14)  0.061
H (4.05, -44.45, 52.72)  0.126
H (0.05, -44.94, 56.44)  0.111
H (1.39, -46.16, 57.28)  0.096
H (0.25, -46.66, 56.15)  0.050
H (-1.56, -43.87, 53.11)  0.104
H (-0.72, -45.31, 52.85)  0.008
H (-0.36, -44.18, 51.90)  0.102

=====

Question: What is the formula in the third record?
Answer: C21H57O22P5